(1)
Molecular formula: C5H14NO2
Method: DFT, ωB97M-V/def2-TZVPD

**Charge**: -1
**Energy above the lowest of the compared OMol25 structures with the same formula, charge and spin**: 3.732 eV
**HOMO-LUMO gap**: 0.218 Ha
**Energy**: -10993.8739 eV

Bonds (Å) are listed after each position.
Atoms and positions in Å:
1 O -2.3617 -1.1819 -0.6194  C6 1.295
2 O 1.6384 1.4028 3.1961  H15 0.947, H16 0.932
3 N 0.1132 0.5770 -0.9762  C4 1.567, C7 1.404, C8 1.487
4 C -0.1473 -0.0663 -2.3812  N3 1.567, H10 1.138, H13 1.151, H14 1.121
5 C 0.6528 -1.5442 0.5943  C7 1.612, H9 1.113, H17 1.046, H20 1.169
6 C -1.7680 -0.5868 0.3651  O1 1.295, C7 1.665, H18 1.229, H21 1.115
7 C -0.1578 -0.2259 0.1434  N3 1.404, C5 1.612, C6 1.665, H22 1.100
8 C 1.3826 1.3497 -1.0252  N3 1.487, H11 1.065, H12 1.189, H19 1.239
9 H 0.2857 -2.5521 0.2981  C5 1.113
10 H 0.7937 -0.5581 -2.7895  C4 1.138
11 H 2.1709 0.8438 -0.5186  C8 1.065
12 H 1.1104 2.3729 -0.4838  C8 1.189
13 H -0.9962 -0.7713 -2.0528  C4 1.151
14 H -0.4035 0.8231 -3.0144  C4 1.121
15 H 1.6562 0.8364 2.4376  O2 0.947
16 H 0.8257 1.2732 3.6344  O2 0.932
17 H 1.6103 -1.3644 0.2144  C5 1.046
18 H -2.1423 0.5819 0.2937  C6 1.229
19 H 1.8123 1.6618 -2.1449  C8 1.239
20 H 0.4356 -1.6282 1.7397  C5 1.169
21 H -1.9253 -1.1539 1.3122  C6 1.115
22 H -0.0136 0.2702 1.1147  C7 1.100

=====

(2)
Molecular formula: C5H14NO2
Method: DFT, ωB97M-V/def2-TZVPD

**Charge**: 0
**2S+1**: 2
**Energy above the lowest of the compared OMol25 structures with the same formula, charge and spin**: 0.437 eV
**HOMO-LUMO gap (spin up / spin down)**: 0.356 / 0.247 Ha
**Expectation value of S²**: 0.75
**Energy**: -10994.4892 eV

Bonds (Å) are listed after each position.
Atoms and positions in Å:
1 O -0.9683 -0.3891 1.5329  C8 1.374
2 O 1.6027 0.1181 2.3403  H10 0.982, H18 0.964
3 N 1.7859 -1.0872 -0.9529  C7 1.459, H11 1.014, H12 1.004
4 C -0.5173 1.3987 -0.0791  C5 1.532, C8 1.571, H14 1.089, H16 1.090
5 C -0.8724 0.9199 -1.4900  C4 1.532, C6 1.556, H17 1.089, H21 1.085
6 C -0.4345 -0.5014 -1.9483  C5 1.556, C7 1.523, H19 1.098, H22 1.085
7 C 0.3518 -1.3536 -0.9614  N3 1.459, C6 1.523, H9 1.083, H15 1.100
8 C -1.4463 0.8002 1.0373  O1 1.374, C4 1.571, H13 1.097, H20 1.090
9 H 0.1881 -2.4210 -1.0446  C7 1.083
10 H 0.6585 -0.0867 2.1670  O2 0.982
11 H 2.0313 -0.3366 -0.3175  N3 1.014
12 H 2.3600 -1.9045 -0.8472  N3 1.004
13 H -2.4339 0.6213 0.5944  C8 1.097
14 H -0.6818 2.4750 -0.0404  C4 1.089
15 H -0.0226 -1.1840 0.0591  C7 1.100
16 H 0.5041 1.1424 0.2015  C4 1.090
17 H -0.4014 1.6188 -2.1791  C5 1.089
18 H 1.5881 1.0794 2.4128  O2 0.964
19 H -1.3287 -1.0820 -2.2091  C6 1.098
20 H -1.4554 1.5454 1.8332  C8 1.090
21 H -1.9558 0.9438 -1.5391  C5 1.085
22 H 0.1293 -0.4650 -2.8742  C6 1.085

=====

(3)
Molecular formula: C5H14NO2
Method: DFT, ωB97M-V/def2-TZVPD

**Charge**: +1
**Energy above the lowest of the compared OMol25 structures with the same formula, charge and spin**: 6.797 eV
**HOMO-LUMO gap**: 0.208 Ha
**Energy**: -10985.0069 eV

Bonds (Å) are listed after each position.
Atoms and positions in Å:
1 O 1.9110 3.3331 0.2847  H9 0.969, H15 0.964
2 O 4.6306 2.2422 -0.7089  H12 0.971, H14 0.971
3 N -0.6232 0.2174 0.3728  C5 1.375, C6 1.433, H17 1.027
4 C -2.1922 -1.5748 0.7279  C5 1.517, C7 1.515, H10 1.089, H22 1.087
5 C -1.8576 -0.2756 0.0199  N3 1.375, C4 1.517, C8 1.354
6 C 0.4941 -0.6792 0.3783  N3 1.433, H13 1.092, H20 1.086
7 C -1.3100 -2.6780 0.1807  C4 1.515, H16 1.093, H18 1.114, H21 1.095
8 C -2.6395 0.3133 -0.9158  C5 1.354, H11 1.080, H19 1.082
9 H 2.8261 3.0222 0.2186  O1 0.969
10 H -2.0328 -1.3475 1.7805  C4 1.089
11 H -3.6135 -0.1211 -1.0844  C8 1.080
12 H 4.9323 2.0937 -1.6201  O2 0.971
13 H 0.9788 -0.6381 -0.5996  C6 1.092
14 H 4.4847 1.2904 -0.5818  O2 0.971
15 H 1.8233 3.5916 1.2088  O1 0.964
16 H -1.0636 -2.5839 -0.8800  C7 1.093
17 H -0.2264 1.0996 0.0265  N3 1.027
18 H -0.3507 -2.6855 0.7470  C7 1.114
19 H -2.1868 1.0793 -1.5321  C8 1.082
20 H 1.0504 -0.2801 1.2216  C6 1.086
21 H -1.7961 -3.6568 0.2547  C7 1.095
22 H -3.2390 -1.7620 0.5008  C4 1.087

=====

(4)
Molecular formula: C5H14NO2
Method: DFT, ωB97M-V/def2-TZVPD

**Charge**: +1
**Energy above the lowest of the compared OMol25 structures with the same formula, charge and spin**: 2.488 eV
**HOMO-LUMO gap**: 0.345 Ha
**Energy**: -10989.3162 eV

Bonds (Å) are listed after each position.
Atoms and positions in Å:
1 O -1.3394 0.2730 3.5423  H12 0.957, H21 0.945
2 O 3.4175 0.5078 -0.8287  H9 0.960, H19 0.966
3 N -0.6238 -0.4213 0.8157  C5 1.259, C8 1.433, H10 1.018
4 C -0.1281 1.7589 0.0386  C8 1.318, H16 1.083, H18 1.090
5 C 0.0028 -1.4609 1.1503  N3 1.259, H13 1.083, H17 1.084
6 C -1.2610 -0.7061 -2.0906  C7 1.555, H11 1.094, H15 1.096, H20 1.083
7 C 0.0738 -0.1024 -1.5696  C6 1.555, C8 1.491, H14 1.091, H22 1.075
8 C -0.1634 0.4653 -0.2117  N3 1.433, C4 1.318, C7 1.491
9 H 3.5396 -0.3972 -1.1261  O2 0.960
10 H -1.3597 -0.1676 1.4720  N3 1.018
11 H -2.1545 -0.2077 -1.7035  C6 1.094
12 H -0.8129 0.9845 3.9057  O1 0.957
13 H -0.3216 -2.0879 1.9716  C5 1.083
14 H 0.8167 -0.8972 -1.6465  C7 1.091
15 H -1.4470 -0.5328 -3.1565  C6 1.096
16 H 0.2091 2.5534 -0.6163  C4 1.083
17 H 0.8984 -1.8183 0.6551  C5 1.084
18 H -0.3551 2.2580 0.9807  C4 1.090
19 H 4.0486 1.0055 -1.3643  O2 0.966
20 H -1.3085 -1.7806 -1.9663  C6 1.083
21 H -2.1285 0.1575 4.0485  O1 0.945
22 H 0.3971 0.6162 -2.3004  C7 1.075

=====

(5)
Molecular formula: C5H14NO3
Method: DFT, ωB97M-V/def2-TZVPD

**Charge**: -1
**Energy above the lowest of the compared OMol25 structures with the same formula, charge and spin**: 1.614 eV
**HOMO-LUMO gap**: 0.268 Ha
**Energy**: -13043.8377 eV

Bonds (Å) are listed after each position.
Atoms and positions in Å:
1 O 1.8653 -1.3367 1.7649  H17 0.981, H18 0.956
2 O 0.7816 2.1009 -0.5786  C9 1.429, H15 1.029
3 O -0.2065 0.7920 1.5250  C8 1.350
4 N -1.1142 -1.3215 -0.4909  C5 1.459, C6 1.461, H19 1.021
5 C -1.9892 -0.5348 0.3720  N4 1.459, C8 1.569, H16 1.105, H20 1.091
6 C -0.5606 -0.5769 -1.6195  N4 1.461, C7 1.559, H21 1.089, H23 1.155
7 C 0.9289 -0.1566 -1.4315  C6 1.559, C9 1.520, H13 1.097, H22 1.097
8 C -1.2603 -0.0387 1.6698  O3 1.350, C5 1.569, H10 1.141, H11 1.090
9 C 1.2422 1.3109 -1.6767  O2 1.429, C7 1.520, H12 1.106, H14 1.124
10 H -2.1044 0.5915 2.1081  C8 1.141
11 H -0.9342 -0.9085 2.2405  C8 1.090
12 H 0.6027 1.6607 -2.5087  C9 1.106
13 H 1.2889 -0.4931 -0.4510  C7 1.097
14 H 2.3591 1.4361 -1.6680  C9 1.124
15 H 0.2446 1.5603 0.1133  O2 1.029
16 H -2.8052 -1.1214 0.8304  C5 1.105
17 H 1.6494 -0.4129 1.5162  O1 0.981
18 H 1.2141 -1.6232 2.4036  O1 0.956
19 H -0.4677 -1.8642 0.0840  N4 1.021
20 H -2.5480 0.1590 -0.2570  C5 1.091
21 H -1.2885 0.2183 -1.7733  C6 1.089
22 H 1.5309 -0.8809 -1.9941  C7 1.097
23 H -0.5161 -1.2347 -2.5678  C6 1.155

=====

(6)
Molecular formula: C5H14NO3P
Method: DFT, ωB97M-V/def2-TZVPD

**Charge**: 0
**SMILES**: CC[C@@H](O)[P@@](=O)(NC)OC
**Energy above the lowest of the compared OMol25 structures with the same formula, charge and spin**: 0.000 eV
**HOMO-LUMO gap**: 0.383 Ha
**Energy**: -22335.1309 eV

Bonds (Å) are listed after each position.
Atoms and positions in Å:
1 P -0.7697 -0.1487 0.4365  O2 1.462, O4 1.622, N5 1.672, C9 1.858
2 O -1.6671 -0.2468 1.5867  P1 1.462
3 O 0.2189 2.1373 0.6583  C9 1.418, H19 0.964
4 O -0.1662 -1.5718 -0.0543  P1 1.622, C6 1.417
5 N -1.5395 0.4241 -0.9333  P1 1.672, C7 1.451, H21 1.011
6 C -1.0377 -2.6878 0.0021  O4 1.417, H14 1.092, H18 1.091, H22 1.090
7 C -2.5219 1.4802 -0.7770  N5 1.451, H12 1.092, H13 1.091, H20 1.088
8 C 1.9345 0.6311 -0.2168  C9 1.525, C10 1.522, H11 1.096, H15 1.092
9 C 0.7744 0.8363 0.7509  P1 1.858, O3 1.418, C8 1.525, H17 1.097
10 C 2.7979 -0.5613 0.1674  C8 1.522, H16 1.088, H23 1.088, H24 1.085
11 H 2.5423 1.5427 -0.2169  C8 1.096
12 H -2.0742 2.4760 -0.7556  C7 1.092
13 H -3.2433 1.4223 -1.5938  C7 1.091
14 H -1.7495 -2.5674 0.8213  C6 1.092
15 H 1.5426 0.4944 -1.2264  C8 1.092
16 H 3.2311 -0.4178 1.1551  C10 1.088
17 H 1.0937 0.6274 1.7795  C9 1.097
18 H -1.5845 -2.7909 -0.9369  C6 1.091
19 H 0.7911 2.7717 1.1058  O3 0.964
20 H -3.0313 1.3068 0.1681  C7 1.088
21 H -0.9236 0.5672 -1.7218  N5 1.011
22 H -0.4231 -3.5725 0.1705  C6 1.090
23 H 3.6065 -0.6862 -0.5490  C10 1.088
24 H 2.1986 -1.4662 0.1797  C10 1.085